No. 1
{
  "formula": "C48H94As3Cl3GeO2SeSi4Ti",
  "method": "wB97M-V/def2-TZVPD",
  "elements": ["H", "H", "C", "H", "C", "H", "H", "H", "H", "H", "H", "C", "H", "H", "H", "C", "H", "H", "H", "H", "H", "Si", "H", "C", "H", "O", "H", "H", "C", "H", "H", "H", "C", "H", "C", "H", "H", "C", "H", "C", "C", "C", "H", "H", "H", "O", "H", "H", "C", "H", "Si", "C", "C", "H", "H", "As", "C", "C", "C", "H", "C", "C", "C", "H", "H", "C", "H", "Cl", "C", "C", "H", "H", "C", "H", "H", "C", "C", "C", "H", "H", "H", "H", "Si", "H", "As", "H", "H", "H", "H", "H", "As", "H", "H", "H", "H", "H", "C", "H", "H", "H", "C", "H", "C", "Se", "H", "Ti", "H", "H", "C", "C", "H", "H", "C", "H", "C", "H", "H", "H", "C", "H", "C", "H", "H", "H", "Cl", "C", "C", "C", "H", "H", "Ge", "H", "Si", "C", "C", "H", "H", "Cl", "H", "H", "C", "C", "H", "H", "H", "H", "H", "H", "C", "C", "H", "H", "H", "H", "C", "H", "C"],
  "coordinates": [[-1.9703, 3.3985, 5.4282], [5.4015, -4.8069, -0.4556], [5.9118, -1.3371, 1.4006], [2.3166, -4.1024, -4.9243], [1.5265, -2.0070, 4.4786], [-6.2832, -0.6892, 3.1466], [6.2342, 1.7882, -2.5166], [0.4259, 2.7983, 1.4538], [-2.9689, 1.3764, 7.5800], [-4.5388, -4.2640, -2.3926], [6.6992, -1.6606, -2.0995], [-0.4223, 0.4791, 4.6732], [-0.5903, 5.3015, -3.4411], [-2.4532, 4.2719, -4.5623], [2.3921, -2.3641, -4.7228], [1.9586, 3.3811, -2.1037], [-3.7620, -4.8754, 1.8046], [6.6170, -3.5715, -0.7922], [4.9618, -3.5935, -4.1383], [-4.5044, 0.8634, 4.3206], [3.1109, 6.4181, -2.0162], [2.9898, -3.5423, -2.5814], [-7.6119, -2.4642, 1.7561], [5.9418, -3.9608, -0.0289], [3.3020, -0.2479, 5.7946], [-1.6668, -2.2209, -0.5504], [-1.9937, 0.0174, 7.0166], [2.6932, 7.8356, -1.0538], [4.6678, -4.1615, -3.2553], [-1.1196, 0.5738, -5.2596], [5.9677, -1.8883, -3.6828], [4.2831, 0.8004, -4.6567], [3.6885, 0.2604, -3.9170], [2.8240, 2.9081, -2.5780], [-1.7085, 0.9045, 4.3765], [-8.3342, 0.9277, 0.4427], [2.3211, 4.2057, -1.4853], [3.0270, 2.1337, 0.3162], [1.8247, 7.5375, -3.9979], [-3.9504, -4.3941, -0.3068], [-3.1777, -0.6262, 0.2092], [-6.7464, 0.0372, 2.4775], [-6.6739, 1.3952, 0.0578], [-2.6315, -6.0854, -0.4501], [6.4740, -1.7499, 2.2406], [0.9439, -0.1315, 1.3255], [3.2550, 0.6676, 3.1089], [-2.2588, -4.8286, -1.6078], [-1.1726, 0.5266, 2.0721], [4.7323, 2.2924, -1.7501], [3.2868, -1.5618, -0.9701], [2.0716, -3.2876, -4.2401], [-6.8667, -0.5382, 1.0573], [3.8838, -0.8766, 3.7012], [0.7299, -2.1258, 5.2148], [0.5409, 6.8278, -1.8699], [-7.3662, 0.5543, 0.1026], [-2.6943, 1.3543, 5.4477], [2.0894, 4.6714, -4.2012], [-4.5135, -6.1493, 0.8356], [1.8342, -0.5175, 4.2470], [3.8363, -3.5936, 2.0076], [6.2274, -1.1411, -2.9356], [-7.4846, 0.1529, -0.9046], [2.4144, -2.5273, 4.8424], [-2.9287, -1.9596, -0.1816], [-1.2982, 1.6548, 7.0978], [0.8203, -2.8956, 0.4383], [-2.6673, 3.7251, -3.6423], [3.0106, -0.3843, 3.2722], [0.0303, 3.4570, -5.0102], [-0.6708, 3.2941, 0.1651], [-4.0241, 0.6083, 5.2642], [-8.0839, -2.0661, 0.0921], [6.5588, -4.3427, 0.7871], [-4.8633, -4.7728, -1.4846], [0.5291, 0.0974, 3.7270], [-2.1965, 1.0795, 6.8699], [2.8252, 0.8780, -3.6592], [-6.0719, -3.0424, 0.2629], [-0.1309, 0.4311, 5.7104], [2.3585, -4.9744, -0.6142], [4.7445, -2.6378, 0.6364], [-5.9018, -4.5021, -1.2952], [-1.3922, 2.2396, -3.3291], [5.9458, 1.4011, -0.8274], [-3.0710, 1.2012, 2.7253], [1.1618, -5.1476, -1.8872], [-4.8202, -5.8497, -1.6603], [-3.6223, 3.2266, 6.0409], [1.3762, 2.0047, -0.7565], [4.3567, -3.5457, 2.9656], [2.7105, -5.9772, -2.0192], [-3.8606, -0.4703, 5.2796], [3.3129, -0.6452, -4.3919], [2.7379, 2.0630, 1.3645], [0.3787, 3.2087, 0.4442], [-4.7128, 0.8606, 6.0719], [0.9866, -3.2514, -4.1476], [-1.8733, 2.0772, -5.8330], [-4.4175, -0.1596, 0.5826], [1.2000, -2.4736, 3.5479], [-3.9938, -2.8706, -0.0999], [-1.6721, 0.5716, 0.1984], [-0.4573, 4.5229, -1.8764], [0.8312, -0.7863, -0.2812], [2.6621, 3.9093, -4.7339], [-3.6594, 3.2804, -3.7325], [2.2308, -5.0525, -1.6943], [-7.9122, -1.6556, 1.0882], [2.8043, -0.8499, 2.3142], [-5.4400, -4.7184, 1.2852], [2.4228, 6.8006, -1.2655], [-1.8131, -4.6255, 0.1084], [1.1028, 4.0117, -3.2270], [-4.5301, 0.8874, 0.8374], [-2.8216, 0.8785, -4.9374], [0.8297, 4.2023, 0.4410], [5.4648, 1.4868, -1.8041], [-6.1460, 0.9477, 2.4864], [0.1471, 0.1450, 2.3741], [0.9348, 2.1348, -4.2761], [0.0699, 7.6444, -4.2478], [-8.8578, -1.2510, 1.4504], [0.3672, -0.8156, -2.5216], [-1.8447, 1.3491, -5.0205], [0.8789, 7.8216, -3.5396], [-4.4551, -5.0696, 0.9839], [2.3362, 1.2000, 5.4939], [5.4743, -4.0807, -2.5299], [-0.8995, -2.9406, -2.1910], [0.9081, 8.8892, -3.3237], [4.6948, -0.1723, -2.3626], [-2.0761, 0.9123, 3.0371], [-2.5721, -5.0036, -0.5759], [-2.6909, 4.4248, -2.8083], [2.8291, -3.2164, 2.1592], [-2.6760, -2.3683, -3.4204], [6.9746, -0.4775, -3.3728], [1.5540, 5.2702, -4.9395], [0.1177, 5.0371, -2.6503], [-2.9138, 2.8675, 5.2922], [2.5374, 6.2318, -0.3435], [3.5354, 3.0845, 0.1545], [5.3873, -0.4495, 1.7554], [1.6640, -0.1592, 6.4145], [3.7441, -4.6461, 1.7342], [3.7051, 1.3124, 0.0936], [2.2974, 0.1119, 5.5701], [0.2952, 2.9966, -4.0532], [6.6398, -1.0135, 0.6537], [2.7915, 5.3150, -3.6723], [4.5930, -5.2093, -3.5522], [-3.2982, 3.1041, 4.2998], [-5.4968, -1.0350, 0.6069], [-7.7348, 0.2877, 2.8672], [-5.2431, -2.3513, 0.2594]],
  "largest_force_ev_per_a": 1.7,
  "total_energy_ev": -451975.2103,
  "homo_lumo_gap_ev": 7.45,
  "de_lowest_kj_mol": 142.4,
  "total_charge": 0
}

No. 2
{
  "formula": "C37H60Br6O24",
  "method": "wB97M-V/def2-TZVPD",
  "elements": ["H", "H", "H", "C", "O", "Br", "C", "O", "C", "C", "C", "H", "H", "H", "C", "C", "H", "O", "H", "O", "O", "C", "O", "C", "C", "H", "H", "H", "H", "C", "O", "C", "H", "C", "H", "Br", "C", "H", "C", "H", "H", "C", "H", "O", "O", "H", "H", "Br", "Br", "C", "C", "H", "H", "H", "O", "H", "O", "H", "C", "C", "H", "O", "O", "C", "C", "H", "H", "H", "C", "H", "H", "O", "H", "H", "C", "H", "H", "H", "H", "C", "H", "C", "O", "C", "H", "C", "O", "C", "H", "O", "H", "C", "Br", "H", "H", "C", "C", "H", "H", "C", "H", "H", "C", "H", "H", "H", "O", "O", "C", "O", "H", "H", "H", "H", "H", "H", "H", "H", "C", "H", "Br", "O", "O", "C", "O", "O", "H"],
  "coordinates": [[6.4159, 2.2957, 2.2094], [-4.7595, 2.8531, 3.6099], [4.6982, -2.0626, -4.5741], [1.1025, -1.2464, -5.1174], [-5.1584, 0.8447, -0.7230], [2.3005, -1.8390, -6.5352], [-4.4046, -6.1651, -1.5263], [1.5775, 0.5441, 0.3224], [4.3596, -4.6509, -2.1434], [3.5365, -4.9302, -0.0668], [-6.3703, -0.6772, -2.0158], [5.8433, -0.7523, -4.5181], [2.0367, -3.5913, -0.9826], [4.6938, -0.8943, -5.8147], [4.8016, -0.9894, -4.7342], [-2.6483, 1.3804, 1.2100], [0.7403, -5.6649, -0.0831], [4.6526, -4.7769, -0.8676], [-7.7077, 1.5578, -1.5291], [-4.8332, -3.9217, -1.2762], [3.8295, -0.1672, -4.0842], [1.9616, 6.3388, 4.0578], [-1.5457, -6.8023, 4.8210], [-4.2257, 2.8941, 2.6605], [2.1458, 6.6774, -0.9495], [3.0319, 3.2736, -2.2989], [0.6237, -5.4845, -1.8484], [0.3596, 7.2936, 5.2972], [-7.4605, 1.6880, 0.2625], [-0.9445, -5.7905, 4.5789], [-0.2819, -5.5664, 3.4660], [1.1345, 0.1257, -0.9249], [2.3232, 4.8352, 2.5100], [0.3747, -3.4981, 2.3677], [6.5693, 3.7719, 1.2020], [5.0782, 1.6473, -0.6137], [1.3003, 1.8812, 0.4103], [-2.5888, -4.5902, -0.1127], [3.9735, 1.1264, -4.0801], [-1.8535, -5.3892, -1.2807], [1.5492, -4.7636, 3.8230], [2.4180, -4.6084, -1.0724], [-3.7615, -4.4541, -2.9138], [2.8024, 1.7107, -3.6914], [-1.5076, 0.8224, 1.8187], [3.5354, -5.9519, 0.3129], [1.8555, 4.1661, 4.0254], [-0.6745, 6.3157, -1.7910], [3.5725, 6.5569, 0.4243], [1.3049, -5.6586, -1.0155], [0.2365, -1.0921, -0.5728], [-2.5099, 2.3221, 0.6787], [-0.8053, -1.0941, -6.1146], [-0.6520, -0.7679, -0.0310], [-5.0832, -0.4486, -2.5515], [-2.0281, -3.5703, -1.3454], [0.7269, 2.3065, -0.7253], [4.0138, 3.6057, 0.6861], [0.5332, -4.4477, 3.5866], [1.1640, 6.5585, 5.3196], [-6.5699, -1.7098, -1.7295], [4.3345, 7.0085, 6.4010], [3.0593, -4.7511, -2.3377], [-1.6887, 0.7313, 3.2102], [-3.8668, -4.7514, -1.8704], [0.6656, -1.8364, 0.0980], [-3.4099, 3.6106, 2.7572], [-4.9191, -6.6571, -2.3518], [0.4343, 1.2822, -1.5823], [-0.3710, -2.7874, -5.6550], [0.9660, 5.1871, -0.0589], [-6.5794, -4.0371, 0.1364], [-0.6464, 1.1599, -1.6549], [2.1772, 7.7302, -1.2303], [-7.5108, 1.0232, -0.5998], [1.8673, -6.5903, -1.0761], [3.5060, -4.2764, 0.8047], [1.1133, -0.1570, -5.1529], [1.8390, 7.2336, 3.4475], [4.6608, 2.7902, 1.0091], [-0.2189, -1.5474, -1.4522], [1.6911, 5.0268, 3.3771], [-5.4576, -5.8953, -0.6751], [-5.7304, -4.5748, -0.5390], [2.4363, 6.1374, -1.8507], [0.7983, 6.2210, -0.3606], [-2.9468, 1.0519, 3.4286], [-3.6887, 1.4920, 2.2842], [-3.0272, 0.5630, 0.5966], [3.2477, 6.2675, 4.5946], [-4.8420, 3.3071, 1.8620], [-0.3513, -1.7379, -5.3612], [-1.4982, -1.5480, -3.7124], [3.0918, 3.6983, -4.1032], [1.6784, 3.4012, -3.2366], [-4.3485, 0.4122, -1.7434], [-6.3413, 0.1069, -0.7224], [-0.3232, -2.6950, 4.6311], [0.7119, 4.8841, 2.9201], [2.7074, 3.0506, -3.3153], [1.9061, -0.2135, -1.6161], [-8.3611, 0.3874, -0.3534], [-2.5210, -4.5314, -1.1990], [0.8454, -3.5600, 5.4931], [0.7676, 5.6042, 5.6665], [1.5525, -1.5780, -4.1816], [-3.2044, 0.8912, -1.9229], [5.1960, -4.5920, -3.0443], [3.3080, 6.7667, 5.7438], [-0.8927, -4.7448, 5.3806], [4.0463, 2.0861, 1.5700], [0.4690, 6.7859, 0.5115], [-3.7533, -6.8504, -0.9839], [-7.2329, -0.4276, -2.6337], [0.8780, 1.3544, -2.5752], [0.6728, -4.0021, 1.4483], [-4.5375, 0.8306, 2.1102], [-6.3825, -0.6084, 0.0990], [-0.0188, -3.7189, 4.8482], [0.8940, -2.5700, 2.6064], [5.4579, 4.0585, 3.4911], [2.0884, 7.0602, 6.2392], [4.9900, 1.7588, -4.4024], [5.8899, 3.1519, 1.7869], [1.4200, 2.5507, 1.4773], [-0.8766, 0.3466, 4.0105], [-0.6235, -3.1462, 2.1073]],
  "largest_force_ev_per_a": 8.1,
  "total_energy_ev": -508725.9864,
  "homo_lumo_gap_ev": [7.94, 2.53],
  "multiplicity": 2,
  "total_charge": 1
}

No. 3
{
  "formula": "CH3N2OPS",
  "method": "wB97M-V/def2-TZVPD",
  "elements": ["H", "O", "C", "S", "N", "P", "H", "N", "H"],
  "coordinates": [[1.2561, 1.4487, -1.3294], [0.2913, 1.6490, -0.9175], [0.3495, -0.9153, -1.1727], [-2.8511, -1.6709, 0.5849], [0.9627, -1.6827, -1.7076], [-0.5451, 0.3956, -0.2773], [0.7964, 0.8808, 1.4740], [0.1562, 0.0881, 1.2367], [-0.4160, -0.1934, 2.1089]],
  "largest_force_ev_per_a": 4.4,
  "total_energy_ev": -26234.1861,
  "homo_lumo_gap_ev": [6.78, 6.80],
  "de_lowest_kj_mol": 406.0,
  "total_charge": 0
}

Repeat the third record exactly.
{
  "formula": "CH3N2OPS",
  "method": "wB97M-V/def2-TZVPD",
  "elements": ["H", "O", "C", "S", "N", "P", "H", "N", "H"],
  "coordinates": [[1.2561, 1.4487, -1.3294], [0.2913, 1.6490, -0.9175], [0.3495, -0.9153, -1.1727], [-2.8511, -1.6709, 0.5849], [0.9627, -1.6827, -1.7076], [-0.5451, 0.3956, -0.2773], [0.7964, 0.8808, 1.4740], [0.1562, 0.0881, 1.2367], [-0.4160, -0.1934, 2.1089]],
  "largest_force_ev_per_a": 4.4,
  "total_energy_ev": -26234.1861,
  "homo_lumo_gap_ev": [6.78, 6.80],
  "de_lowest_kj_mol": 406.0,
  "total_charge": 0
}